A single C4H7NO molecule. Source: the OMol25 dataset; level of theory: ωB97M-V/def2-TZVPD.

Positions of all 13 atoms, in Å:
O 1.35 -0.41 0.87
N -0.46 -0.11 -0.61
C 0.06 -0.85 1.30
C 0.48 -1.06 -0.07
C 0.23 0.97 -1.30
C -0.96 0.15 0.77
H -0.37 1.88 -1.32
H -0.87 1.19 1.12
H 0.89 -1.88 -0.65
H -1.99 -0.20 0.89
H 0.43 0.66 -2.34
H 0.02 -1.52 2.15
H 1.19 1.20 -0.81

- Largest force on an atom: 0.44 eV/A
- E_HOMO: -0.339 hartree
- Kohn-Sham gap: 0.3811 Ha
- LUMO energy: 0.0426 hartree
- Relative energy (zero: lowest compared OMol25 entry of this formula, charge and spin): 308.5 kJ/mol
- Total charge: 0
- SMILES: CN1C[C@@H]2O[C@@H]21
- Spin multiplicity: 1